Density functional theory data (ωB97M-V/def2-TZVPD) for a cluster of 4 separate species, C37H85BFIN6O4P in total.

Atoms and positions in Å:
1 C 1.01578 -3.32492 3.68054
2 C 1.39392 -2.82396 2.40788
3 N 0.91722 -1.47621 1.89159
4 P -0.82467 -1.55046 2.37618
5 N -1.83281 -0.68996 1.50303
6 C 0.83144 -1.56514 0.37758
7 B 0.19581 -2.90630 -0.29682
8 O 0.91506 -4.14236 -0.43297
9 O -1.13057 -2.82742 -0.81846
10 C 2.32397 -1.10537 -0.07168
11 F 3.29298 -2.18141 0.07117
12 C 2.25962 -0.93880 -1.64656
13 C 3.38977 -0.03834 -2.31111
14 C 4.86700 -0.26248 -1.77109
15 C 5.59821 -1.60108 -2.26675
16 N 4.81878 -2.47066 -3.17342
17 C 2.47000 0.15662 0.90271
18 C 2.22305 1.63816 0.35200
19 C 0.93668 1.85896 -0.55003
20 C 1.74733 -0.25666 2.31319
21 C 2.76523 -0.41360 3.51146
22 C 4.10122 -1.22330 3.22550
23 C 5.39951 -0.31354 2.96895
24 I 4.54036 -2.33159 5.09361
25 O 0.73042 0.75580 2.37091
26 C 0.51463 1.35571 3.65949
27 C 1.39592 2.68914 3.93475
28 O 0.60306 3.87424 3.83666
29 C 0.26209 4.18908 2.47272
30 C -1.14793 4.98042 2.47563
31 H 0.83230 -2.59733 4.53334
32 H 0.91412 -4.44316 3.86625
33 H 2.12759 -3.47262 1.84152
34 H -1.33371 -2.90363 2.31295
35 H -0.91311 -1.11990 3.74257
36 H -2.28562 0.01855 2.09529
37 H 0.22494 -0.74371 -0.14707
38 H 1.69100 -4.00235 -1.02022
39 H -1.61366 -3.64751 -0.59567
40 H 1.24758 -0.52719 -1.99542
41 H 2.30894 -1.99226 -2.09673
42 H 3.35195 -0.25425 -3.43636
43 H 3.11511 1.07065 -2.22820
44 H 4.92465 -0.26297 -0.62692
45 H 5.52580 0.61515 -2.10534
46 H 5.84494 -2.23936 -1.34757
47 H 6.59199 -1.39042 -2.79587
48 H 4.47759 -1.99179 -4.00792
49 H 4.09774 -3.01406 -2.69917
50 H 3.61483 0.19302 1.01632
51 H 2.21290 2.42771 1.17833
52 H 3.15156 1.89351 -0.27123
53 H 0.01448 1.40441 -0.05654
54 H 0.73379 2.98864 -0.57013
55 H 1.05735 1.55953 -1.63847
56 H 3.08255 0.57858 3.98832
57 H 2.20862 -0.96135 4.35040
58 H 4.02498 -2.02486 2.43333
59 H 5.60419 -0.15835 1.85226
60 H 5.40389 0.65566 3.55302
61 H 6.29300 -0.92443 3.34111
62 H -0.56105 1.76281 3.63226
63 H 0.51456 0.64505 4.54898
64 H 1.70250 2.60624 5.03716
65 H 2.36333 2.70687 3.34354
66 H 0.11775 3.28836 1.79785
67 H 1.06747 4.84661 1.99295
68 H -1.28644 5.43055 3.50434
69 H -1.96936 4.20877 2.33636
70 H -1.14672 5.74466 1.63558
71 C -7.05209 -4.78869 4.78936
72 C -5.68570 -5.46359 4.72721
73 N -4.81997 -4.93403 3.68055
74 C -3.64140 -5.75881 3.43839
75 C -2.61923 -5.88993 4.56773
76 C -4.58084 -3.49775 3.70624
77 C -3.96679 -2.90085 4.97298
78 H -7.55900 -4.83422 3.82291
79 H -7.68340 -5.29699 5.52252
80 H -6.98016 -3.74175 5.09629
81 H -5.86424 -6.52582 4.53686
82 H -5.21736 -5.39579 5.71767
83 H -3.12736 -5.39839 2.53895
84 H -3.98355 -6.76634 3.17738
85 H -2.01996 -4.98383 4.67881
86 H -1.92294 -6.70355 4.34187
87 H -3.08451 -6.12203 5.52748
88 H -5.53142 -2.98861 3.51874
89 H -3.95702 -3.21971 2.84788
90 H -4.43313 -3.27742 5.88557
91 H -4.10488 -1.81448 4.96945
92 H -2.89187 -3.08319 5.02809
93 C 0.54175 -4.66591 -8.39428
94 C -0.06869 -3.94195 -7.19860
95 N 0.58440 -4.25182 -5.93290
96 C -0.16736 -3.79046 -4.77057
97 C -0.35374 -2.28316 -4.59474
98 C 2.02213 -4.02414 -5.87558
99 C 2.53130 -2.61345 -6.17056
100 H 0.55934 -5.74632 -8.23449
101 H -0.05359 -4.46979 -9.28969
102 H 1.56019 -4.32787 -8.60361
103 H -1.11699 -4.24949 -7.14210
104 H -0.06776 -2.86386 -7.40545
105 H 0.29041 -4.19662 -3.86044
106 H -1.16192 -4.24891 -4.80926
107 H 0.56313 -1.79903 -4.25241
108 H -1.11553 -2.09256 -3.83203
109 H -0.68711 -1.79365 -5.51186
110 H 2.50646 -4.71201 -6.57579
111 H 2.39846 -4.33586 -4.89416
112 H 2.05806 -2.16975 -7.04896
113 H 3.60725 -2.64753 -6.37102
114 H 2.38862 -1.94452 -5.31984
115 C -1.08445 6.38313 -1.18751
116 C -2.04256 7.50489 -0.79882
117 N -1.63884 8.81288 -1.29343
118 C -2.38860 9.91063 -0.68965
119 C -3.88894 9.98609 -0.96960
120 C -1.42098 8.92020 -2.73126
121 C -2.58451 8.56459 -3.65651
122 H -0.06304 6.60761 -0.86902
123 H -1.38863 5.45044 -0.70332
124 H -1.08115 6.20057 -2.26533
125 H -2.07380 7.53242 0.29489
126 H -3.05168 7.23411 -1.13536
127 H -1.92906 10.86232 -0.97760
128 H -2.25240 9.85404 0.39658
129 H -4.09455 10.33983 -1.98031
130 H -4.35586 10.69970 -0.28444
131 H -4.38981 9.02641 -0.82519
132 H -0.57015 8.28363 -2.99681
133 H -1.07948 9.93315 -2.97000
134 H -3.08835 7.64100 -3.36222
135 H -2.20975 8.41380 -4.67378
136 H -3.32281 9.36459 -3.70773

Results
Charge   +1
Gap between HOMO and LUMO   6.0 eV
HOMO   -9.50 eV
Total energy   -2853.56009 Eh
F_max   5.4 eV/A

Atomic partial charges in e from the Löwdin method, atoms 1 to 99: number 1, C, carries 0.028; number 2, C, carries -0.151; number 3, N, carries -0.190; number 4, P, carries 0.842; number 5, N, carries -0.215; number 6, C, carries -0.106; number 7, B, carries -0.542; number 8, O, carries 0.106; number 9, O, carries 0.126; number 10, C, carries -0.258; number 11, F, carries -0.018; number 12, C, carries -0.107; number 13, C, carries -0.174; number 14, C, carries -0.177; number 15, C, carries -0.256; number 16, N, carries -0.017; number 17, C, carries -0.082; number 18, C, carries -0.151; number 19, C, carries -0.091; number 20, C, carries -0.299; number 21, C, carries -0.175; number 22, C, carries -0.690; number 23, C, carries -0.168; number 24, I, carries 0.834; number 25, O, carries -0.167; number 26, C, carries -0.152; number 27, C, carries -0.177; number 28, O, carries -0.169; number 29, C, carries -0.250; number 30, C, carries -0.049; number 31, H, carries 0.076; number 32, H, carries 0.111; number 33, H, carries 0.149; number 34, H, carries 0.069; number 35, H, carries 0.052; number 36, H, carries -0.003; number 37, H, carries 0.147; number 38, H, carries 0.109; number 39, H, carries 0.125; number 40, H, carries 0.126; number 41, H, carries 0.113; number 42, H, carries 0.112; number 43, H, carries 0.100; number 44, H, carries 0.082; number 45, H, carries 0.118; number 46, H, carries 0.114; number 47, H, carries 0.119; number 48, H, carries 0.048; number 49, H, carries 0.050; number 50, H, carries 0.123; number 51, H, carries 0.101; number 52, H, carries 0.119; number 53, H, carries 0.081; number 54, H, carries 0.087; number 55, H, carries 0.072; number 56, H, carries 0.137; number 57, H, carries 0.057; number 58, H, carries 0.068; number 59, H, carries 0.075; number 60, H, carries 0.090; number 61, H, carries 0.053; number 62, H, carries 0.150; number 63, H, carries 0.124; number 64, H, carries 0.142; number 65, H, carries 0.123; number 66, H, carries 0.095; number 67, H, carries 0.134; number 68, H, carries 0.087; number 69, H, carries 0.080; number 70, H, carries 0.055; number 71, C, carries -0.087; number 72, C, carries -0.267; number 73, N, carries -0.192; number 74, C, carries -0.252; number 75, C, carries -0.089; number 76, C, carries -0.250; number 77, C, carries -0.089; number 78, H, carries 0.082; number 79, H, carries 0.077; number 80, H, carries 0.065; number 81, H, carries 0.120; number 82, H, carries 0.099; number 83, H, carries 0.101; number 84, H, carries 0.113; number 85, H, carries 0.037; number 86, H, carries 0.073; number 87, H, carries 0.072; number 88, H, carries 0.107; number 89, H, carries 0.098; number 90, H, carries 0.073; number 91, H, carries 0.072; number 92, H, carries 0.038; number 93, C, carries -0.088; number 94, C, carries -0.269; number 95, N, carries -0.191; number 96, C, carries -0.246; number 97, C, carries -0.082; number 98, C, carries -0.244; number 99, C, carries -0.087